C5H13N2O | ωB97M-V/def2-TZVPD

Each line ends with the natural charge from an NBO analysis.
CARTESIAN COORDINATES (ANGSTROEM)
1 C 0.954 0.465 0.538  -0.20
2 N 0.361 -0.405 1.481  -0.73
3 C -0.276 0.038 2.527  0.47
4 O -0.793 1.153 2.827  -0.80
5 C 0.579 0.117 -0.928  -0.21
6 C -0.970 0.049 -1.156  -0.40
7 C -1.332 0.076 -2.660  -0.63
8 N 0.997 1.466 -1.689  -0.84
9 H 2.067 0.348 0.599  0.14
10 H 0.680 1.493 0.779  0.19
11 H 0.938 -2.961 4.561  -0.01
12 H 0.455 -2.466 4.833  0.01
13 H -0.487 -0.726 3.328  0.04
14 H 0.946 -0.929 -1.032  0.20
15 H -1.251 -0.880 -0.674  0.22
16 H -1.353 0.991 -0.684  0.22
17 H -1.775 -0.897 -2.917  0.19
18 H -2.137 0.815 -2.790  0.21
19 H -0.511 0.358 -3.334  0.21
20 H 0.913 0.376 -2.134  0.40
21 H 1.993 1.518 -1.475  0.32

LUMO energy = 3.86 eV
ΔE to the lowest compared entry with this formula, charge and spin = 87.8 kcal/mol
Total charge = -1



C5H13N2O | ωB97M-V/def2-TZVPD

Each line ends with the natural charge from an NBO analysis.
CARTESIAN COORDINATES (ANGSTROEM)
1 C -0.796 -1.683 2.268  -0.40
2 N 0.411 -1.531 1.422  -0.65
3 C 0.253 -1.279 -0.047  -0.22
4 C 0.577 0.185 -0.548  -0.03
5 C 0.816 0.089 -2.066  -0.64
6 N -0.557 1.028 -0.171  -0.71
7 C -0.291 2.520 -0.252  0.14
8 O -1.351 3.047 -0.878  -0.96
9 H -1.345 -2.529 2.013  0.18
10 H -1.348 -0.775 2.412  0.19
11 H -0.397 -1.993 3.238  0.17
12 H 0.987 -0.817 1.823  0.35
13 H -0.819 -1.427 -0.508  0.17
14 H 0.785 -2.060 -0.534  0.16
15 H 1.531 0.564 0.127  0.16
16 H -0.201 -0.184 -2.460  0.20
17 H 1.532 -0.708 -2.374  0.19
18 H 1.014 1.018 -2.547  0.22
19 H -1.357 0.874 -0.794  0.36
20 H 0.642 2.774 -0.850  0.04
21 H -0.087 2.885 0.724  0.08

LUMO energy = 3.86 eV
ΔE to the lowest compared entry with this formula, charge and spin = 43.9 kcal/mol
Total charge = -1



C5H13N2O | ωB97M-V/def2-TZVPD

Each line ends with the natural charge from an NBO analysis.
CARTESIAN COORDINATES (ANGSTROEM)
1 N -1.961 -1.790 -0.762  -0.89
2 C -2.541 -0.401 -0.601  -0.04
3 N -1.556 0.817 -0.704  -0.70
4 C -0.492 0.897 0.284  -0.31
5 C 0.874 0.747 -0.448  -0.38
6 C 2.016 0.867 0.628  -0.49
7 C 2.121 -0.685 1.228  -0.01
8 O 1.016 -1.335 0.855  -0.96
9 H -1.480 -1.909 -1.660  0.34
10 H -1.143 -1.921 -0.075  0.41
11 H -3.179 -0.160 -1.383  0.16
12 H -3.033 -0.268 0.428  0.17
13 H -1.288 1.077 -1.683  0.34
14 H -0.484 -0.220 0.847  0.28
15 H -0.596 1.770 0.790  0.16
16 H 1.082 -0.239 -0.983  0.25
17 H 1.036 1.766 -1.142  0.13
18 H 1.659 1.525 1.466  0.16
19 H 2.728 1.401 -0.004  0.18
20 H 2.890 -1.295 0.630  0.10
21 H 2.331 -0.644 2.289  0.10

LUMO energy = 4.25 eV
ΔE to the lowest compared entry with this formula, charge and spin = 72.8 kcal/mol
Total charge = -1



no.,gap between HOMO and LUMO (eV),HOMO (eV)
1,7.038,-3.175
2,6.171,-2.308
3,6.767,-2.516